Computed, not measured: a molecular structure, C23H30NO8Tc at a distorted geometry, with wB97M-V/def2-TZVPD.

## Properties
Net charge   -1
Multiplicity   4
Gap between HOMO and LUMO (alpha / beta)   3.410 / 5.916 eV
<S²>   3.771

Last column: Löwdin spin population.
Geometry (Å):
C1 2.215 6.030 0.336  0.000
C2 0.912 5.530 1.051  0.000
C3 3.283 4.906 0.414  0.000
C4 2.814 3.943 1.520  0.001
H1 4.239 5.386 0.630  0.000
H2 3.332 4.378 -0.552  0.000
C5 1.264 4.114 1.496  0.001
H3 0.093 5.532 0.313  0.000
H4 0.672 6.174 1.914  0.000
C6 0.971 3.162 0.359  0.011
H5 0.761 3.821 2.435  0.000
H6 3.251 4.253 2.483  0.000
C7 3.030 2.437 1.193  0.001
C8 2.051 6.409 -1.122  0.000
C9 2.738 7.378 0.847  0.000
O1 3.896 7.519 1.191  0.000
O2 1.126 6.065 -1.847  0.000
O3 3.060 7.211 -1.504  0.000
O4 1.901 8.440 0.896  0.000
C10 0.524 8.512 0.436  0.000
H7 -0.112 7.706 0.840  0.000
H8 0.478 8.526 -0.667  0.000
H9 0.192 9.477 0.833  0.000
C11 3.007 7.684 -2.849  0.000
H10 2.971 6.853 -3.562  0.000
H11 3.921 8.259 -2.973  0.000
H12 2.132 8.328 -2.991  0.000
O5 1.882 2.057 0.461  0.023
H13 1.166 3.653 -0.602  0.000
H14 -0.080 2.839 0.311  0.007
C12 3.081 1.633 2.501  0.002
C13 4.230 2.080 0.295  0.000
H15 5.036 2.813 0.399  0.000
H16 3.944 2.026 -0.767  0.000
H17 4.589 1.095 0.588  0.000
H18 3.043 0.559 2.293  0.002
H19 2.242 1.883 3.162  0.000
H20 4.021 1.829 3.039  0.000
Tc1 -0.438 -0.139 -0.312  2.173
C14 -1.138 -1.075 1.510  0.048
C15 -0.750 0.136 2.221  0.067
C16 -1.443 1.229 1.651  0.182
H21 -0.101 0.155 3.098  0.004
C17 -2.224 0.749 0.523  0.044
C18 -2.197 -0.717 0.570  0.016
H22 -2.905 -1.394 0.126  0.005
H23 -0.814 -2.091 1.694  0.009
H24 -1.490 2.253 2.031  0.015
H25 -2.897 1.352 -0.085  0.001
C19 0.645 -0.983 -2.027  0.071
C20 -0.758 -1.288 -2.093  0.095
C21 -1.496 -0.055 -2.135  0.054
H26 -1.167 -2.285 -2.176  0.012
C22 -0.548 1.038 -2.076  0.050
C23 0.790 0.453 -2.073  0.052
H27 1.737 0.994 -2.091  0.010
H28 1.427 -1.726 -1.912  0.013
H29 -2.573 -0.001 -2.234  0.004
H30 -0.773 2.104 -2.061  0.009
O6 -1.541 -3.831 -0.261  0.002
N1 -0.378 -4.261 0.042  0.000
O7 -0.079 -5.468 -0.082  0.001
O8 0.487 -3.419 0.480  0.011

***

Computed, not measured: a single C7H12BrNO2 molecule at a distorted geometry, with wB97M-V/def2-TZVPD.

## Properties
Gap between HOMO and LUMO   9.482 eV
ΔE to the lowest compared entry with this formula, charge and spin   3.876 eV

Last column: natural (NBO) charge in e.
Geometry (Å):
C1 -1.007 -0.182 1.421  -0.389
C2 -0.894 1.201 0.723  -0.389
C3 0.293 -0.953 1.382  -0.509
C4 -0.478 1.217 -0.715  -0.302
C5 0.740 -1.261 0.039  -0.065
C6 0.912 0.629 -0.898  -0.140
C7 -1.402 0.550 -1.687  -0.607
N1 2.096 -1.764 -0.161  0.508
O1 2.233 -2.415 -1.143  -0.383
O2 2.929 -1.537 0.690  -0.389
Br1 2.355 1.533 0.035  0.036
H1 -1.260 0.161 2.484  0.224
H2 -1.755 -0.711 1.015  0.194
H3 -1.807 1.620 0.660  0.208
H4 -0.371 1.932 1.323  0.219
H5 1.079 -0.434 1.956  0.250
H6 0.457 -1.885 2.071  0.235
H7 -0.420 2.335 -0.881  0.226
H8 -0.035 -1.817 -0.606  0.233
H9 1.312 0.398 -1.829  0.193
H10 -2.168 1.311 -1.994  0.220
H11 -1.902 -0.262 -1.293  0.208
H12 -0.906 0.335 -2.594  0.219

***

Computed, not measured: 9 unconnected molecules or ions with the total composition C34H62IN10O5PS at a distorted geometry, with wB97M-V/def2-TZVPD.

## Properties
Gap between HOMO and LUMO   8.408 eV
SMILES   NN(C[SH](=O)=O)C(=O)OP(O)I.CCCC#N.CCCC#N.CCCC#N.CCCC#N.CCCC#N.CCCC#N.CCCC#N.CCCC#N

Last column: Löwdin charge in e.
Geometry (Å):
N1 1.318 -2.510 3.740  0.048
N2 0.109 -2.610 3.091  -0.206
C1 -0.415 -1.329 2.528  -0.282
S1 0.753 -0.319 1.480  0.792
O1 1.296 -1.008 0.210  -0.439
O2 1.965 0.285 2.258  -0.463
C2 -0.026 -3.808 2.201  -0.309
O3 -0.869 -4.788 2.633  -0.051
O4 0.762 -3.881 0.965  -0.354
P1 0.728 -5.448 0.220  0.584
O5 1.174 -6.676 1.422  -0.407
I1 -1.578 -6.042 -0.553  0.342
H1 1.452 -1.533 4.083  0.089
H2 1.205 -3.108 4.608  0.068
H3 -1.445 -1.444 1.940  0.127
H4 -0.689 -0.638 3.464  0.108
H5 0.001 0.809 1.020  0.093
H6 2.149 -6.492 1.633  0.067
C3 3.297 -0.051 -2.025  -0.104
C4 2.821 1.395 -2.125  -0.264
C5 3.007 1.987 -3.524  -0.201
C6 4.481 1.975 -3.894  -0.167
N3 5.704 1.966 -4.201  0.100
H7 4.371 -0.137 -2.220  0.070
H8 3.119 -0.441 -1.018  0.047
H9 2.764 -0.690 -2.738  0.073
H10 3.365 1.999 -1.390  0.116
H11 1.760 1.439 -1.856  0.084
H12 2.639 3.018 -3.547  0.113
H13 2.445 1.408 -4.264  0.073
C7 -1.626 0.719 -6.696  -0.106
C8 -1.183 2.163 -6.485  -0.286
C9 -0.010 2.290 -5.510  -0.199
C10 -0.412 1.742 -4.150  -0.161
N4 -0.745 1.288 -3.022  0.123
H14 -1.989 0.268 -5.767  0.075
H15 -2.445 0.675 -7.420  0.066
H16 -0.800 0.107 -7.077  0.049
H17 -2.037 2.746 -6.118  0.078
H18 -0.893 2.591 -7.451  0.112
H19 0.278 3.341 -5.404  0.115
H20 0.859 1.735 -5.880  0.086
C11 4.137 -2.132 -7.320  -0.110
C12 3.417 -0.875 -6.842  -0.271
C13 2.083 -1.177 -6.158  -0.191
C14 1.153 -1.881 -7.134  -0.167
N5 0.382 -2.465 -7.943  0.114
H21 3.555 -2.669 -8.075  0.070
H22 5.097 -1.870 -7.775  0.075
H23 4.331 -2.814 -6.484  0.080
H24 3.254 -0.212 -7.701  0.114
H25 4.066 -0.338 -6.141  0.099
H26 1.613 -0.246 -5.823  0.071
H27 2.235 -1.815 -5.281  0.117
C15 -1.798 3.096 4.369  -0.111
C16 -3.288 3.042 4.046  -0.268
C17 -3.958 1.758 4.541  -0.194
C18 -3.313 0.553 3.876  -0.087
N6 -2.777 -0.446 3.324  0.105
H28 -1.248 2.289 3.875  0.059
H29 -1.368 4.041 4.024  0.075
H30 -1.628 3.018 5.449  0.079
H31 -3.419 3.136 2.961  0.113
H32 -3.783 3.904 4.506  0.112
H33 -5.025 1.774 4.297  0.036
H34 -3.859 1.666 5.628  0.123
C19 -8.052 -0.789 2.021  -0.113
C20 -8.532 -1.126 3.429  -0.274
C21 -9.059 0.095 4.186  -0.187
C22 -7.954 1.129 4.325  -0.115
N7 -7.037 1.987 4.441  0.117
H35 -7.210 -0.090 2.037  0.068
H36 -7.711 -1.695 1.509  0.077
H37 -8.859 -0.344 1.427  0.078
H38 -7.703 -1.580 3.987  0.114
H39 -9.326 -1.877 3.364  0.111
H40 -9.403 -0.201 5.183  0.115
H41 -9.906 0.542 3.653  0.118
C23 3.076 -1.578 7.644  -0.114
C24 3.253 -2.727 8.631  -0.271
C25 3.657 -4.037 7.953  -0.191
C26 2.580 -4.458 6.966  -0.140
N8 1.687 -4.807 6.146  0.107
H42 2.272 -1.778 6.929  0.056
H43 2.817 -0.657 8.175  0.074
H44 4.000 -1.398 7.081  0.052
H45 2.315 -2.867 9.183  0.110
H46 4.019 -2.451 9.364  0.111
H47 3.784 -4.825 8.703  0.114
H48 4.607 -3.919 7.421  0.087
C27 -3.088 6.592 -6.589  -0.115
C28 -4.578 6.538 -6.913  -0.277
C29 -5.247 5.254 -6.418  -0.190
C30 -4.602 4.050 -7.083  -0.138
N9 -4.067 3.050 -7.635  0.133
H49 -2.537 5.785 -7.084  0.066
H50 -2.658 7.537 -6.935  0.074
H51 -2.917 6.514 -5.510  0.078
H52 -4.709 6.632 -7.998  0.114
H53 -5.072 7.400 -6.452  0.110
H54 -6.315 5.270 -6.661  0.114
H55 -5.148 5.163 -5.331  0.116
C31 5.716 -2.808 3.008  -0.110
C32 6.159 -1.364 3.219  -0.270
C33 7.332 -1.238 4.194  -0.191
C34 6.930 -1.785 5.554  -0.141
N10 6.597 -2.239 6.682  0.111
H56 5.353 -3.260 3.937  0.064
H57 4.897 -2.853 2.284  0.074
H58 6.542 -3.420 2.627  0.077
H59 5.306 -0.781 3.587  0.112
H60 6.449 -0.936 2.253  0.112
H61 7.620 -0.187 4.301  0.114
H62 8.201 -1.792 3.825  0.116

***

Computed, not measured: a single C6Cl4O2 molecule at a distorted geometry, with wB97M-V/def2-TZVPD.

## Properties
Gap between HOMO and LUMO   8.848 eV
SMILES   O=C1C(Cl)=C(Cl)C(=O)C1=C(Cl)Cl

Last column: natural (NBO) charge in e.
Geometry (Å):
O1 2.121 -0.209 -0.976  -0.480
C1 1.049 -0.329 -0.374  0.470
C2 0.820 -1.279 0.717  -0.072
Cl1 1.920 -2.472 1.357  0.092
C3 -0.364 -0.963 1.311  -0.065
Cl2 -0.992 -1.788 2.750  0.072
C4 -0.944 0.154 0.610  0.469
O2 -1.883 0.828 1.000  -0.476
C5 -0.077 0.546 -0.492  -0.320
C6 -0.389 1.443 -1.508  0.072
Cl3 -1.909 2.325 -1.535  0.109
Cl4 0.648 1.745 -2.859  0.128

***

Please write out number 1 again, unchanged.
Computed, not measured: a molecular structure, C23H30NO8Tc at a distorted geometry, with wB97M-V/def2-TZVPD.

## Properties
Net charge   -1
Multiplicity   4
Gap between HOMO and LUMO (alpha / beta)   3.410 / 5.916 eV
<S²>   3.771

Last column: Löwdin spin population.
Geometry (Å):
C1 2.215 6.030 0.336  0.000
C2 0.912 5.530 1.051  0.000
C3 3.283 4.906 0.414  0.000
C4 2.814 3.943 1.520  0.001
H1 4.239 5.386 0.630  0.000
H2 3.332 4.378 -0.552  0.000
C5 1.264 4.114 1.496  0.001
H3 0.093 5.532 0.313  0.000
H4 0.672 6.174 1.914  0.000
C6 0.971 3.162 0.359  0.011
H5 0.761 3.821 2.435  0.000
H6 3.251 4.253 2.483  0.000
C7 3.030 2.437 1.193  0.001
C8 2.051 6.409 -1.122  0.000
C9 2.738 7.378 0.847  0.000
O1 3.896 7.519 1.191  0.000
O2 1.126 6.065 -1.847  0.000
O3 3.060 7.211 -1.504  0.000
O4 1.901 8.440 0.896  0.000
C10 0.524 8.512 0.436  0.000
H7 -0.112 7.706 0.840  0.000
H8 0.478 8.526 -0.667  0.000
H9 0.192 9.477 0.833  0.000
C11 3.007 7.684 -2.849  0.000
H10 2.971 6.853 -3.562  0.000
H11 3.921 8.259 -2.973  0.000
H12 2.132 8.328 -2.991  0.000
O5 1.882 2.057 0.461  0.023
H13 1.166 3.653 -0.602  0.000
H14 -0.080 2.839 0.311  0.007
C12 3.081 1.633 2.501  0.002
C13 4.230 2.080 0.295  0.000
H15 5.036 2.813 0.399  0.000
H16 3.944 2.026 -0.767  0.000
H17 4.589 1.095 0.588  0.000
H18 3.043 0.559 2.293  0.002
H19 2.242 1.883 3.162  0.000
H20 4.021 1.829 3.039  0.000
Tc1 -0.438 -0.139 -0.312  2.173
C14 -1.138 -1.075 1.510  0.048
C15 -0.750 0.136 2.221  0.067
C16 -1.443 1.229 1.651  0.182
H21 -0.101 0.155 3.098  0.004
C17 -2.224 0.749 0.523  0.044
C18 -2.197 -0.717 0.570  0.016
H22 -2.905 -1.394 0.126  0.005
H23 -0.814 -2.091 1.694  0.009
H24 -1.490 2.253 2.031  0.015
H25 -2.897 1.352 -0.085  0.001
C19 0.645 -0.983 -2.027  0.071
C20 -0.758 -1.288 -2.093  0.095
C21 -1.496 -0.055 -2.135  0.054
H26 -1.167 -2.285 -2.176  0.012
C22 -0.548 1.038 -2.076  0.050
C23 0.790 0.453 -2.073  0.052
H27 1.737 0.994 -2.091  0.010
H28 1.427 -1.726 -1.912  0.013
H29 -2.573 -0.001 -2.234  0.004
H30 -0.773 2.104 -2.061  0.009
O6 -1.541 -3.831 -0.261  0.002
N1 -0.378 -4.261 0.042  0.000
O7 -0.079 -5.468 -0.082  0.001
O8 0.487 -3.419 0.480  0.011